[1]
Molecular formula: C21H46F6N5NiO5P
Method: DFT, ωB97M-V/def2-TZVPD

E_tot in a.u.: -3926.8183
Energy above the lowest of the compared OMol25 structures with the same formula, charge and spin in kcal/mol: 0.00
HOMO (spin up / spin down) in hartree: -0.218 / -0.217
Charge: 0
<S²>: 2.00
LUMO level (spin up / spin down) in eV: 0.06 / 0.06
Multiplicity: 3
Orbital gap (spin up / spin down) in eV: 5.9888 / 5.9580

Each line ends with the Mulliken spin population.
Cartesian coordinates (Å):
Ni -0.662718 -0.177501 0.633478  1.75
C 4.015450 -0.514134 1.601266  0.00
C 3.372535 0.529869 0.664163  0.01
C 4.422508 1.316179 -0.144105  0.00
C 4.934658 0.498283 -1.329698  0.00
C 3.774247 0.092135 -2.226087  0.00
C 2.754643 -0.751944 -1.423842  0.01
N 2.359720 -0.024304 -0.241040  -0.02
O 1.263061 -0.601169 0.384048  0.15
C 3.323874 -2.158755 -1.140924  0.00
C 1.558342 -0.931511 -2.368315  -0.01
C 2.708006 1.567523 1.574916  0.00
H 4.377912 -0.052979 2.520713  0.00
H 4.904234 -0.952329 1.134872  0.00
H 3.304777 -1.307212 1.826256  0.00
H 5.247004 1.593217 0.514627  0.00
H 3.918182 2.211520 -0.503693  0.00
H 5.466677 -0.384863 -0.973776  0.00
H 5.636127 1.108297 -1.908730  0.00
H 4.144872 -0.545202 -3.032577  0.00
H 3.262592 0.972556 -2.621193  0.00
H 2.607057 -2.685983 -0.511178  0.00
H 4.245863 -2.082773 -0.564827  0.00
H 3.520344 -2.715373 -2.058743  0.00
H 1.854975 -1.199681 -3.384141  0.00
H 1.112384 0.065293 -2.495418  0.00
H 0.779381 -1.576173 -1.963625  0.00
H 2.223627 2.384200 1.036892  0.00
H 3.491144 2.066136 2.151583  0.00
H 1.923756 1.129952 2.181531  0.00
P -0.522351 0.127842 4.210784  0.01
F -0.927185 -0.022771 5.753857  0.00
F 0.366662 1.437729 4.509210  0.00
F 0.774185 -0.798499 4.421296  0.00
F -0.118785 0.275162 2.595706  0.00
F -1.413072 -1.161261 3.817491  0.00
F -1.799564 1.096998 3.936399  0.00
C -3.605262 0.233509 2.022853  0.00
O -2.622256 0.174130 1.307074  0.02
N -4.743317 0.864667 1.692053  0.00
C -5.816041 1.011271 2.644949  0.00
C -4.831079 1.618508 0.461714  0.00
H -3.635235 -0.253542 3.004544  0.00
H -6.786507 0.831197 2.172104  0.00
H -5.858983 2.041541 3.013506  0.00
H -5.783524 0.328724 3.490238  0.00
H -4.286736 1.082652 -0.313260  0.00
H -5.863061 1.723677 0.125417  0.00
H -4.438014 2.630683 0.589135  0.00
C -0.972221 -3.308549 0.219528  0.01
O -1.187736 -2.258301 0.806392  0.01
N 0.021522 -4.147689 0.517962  0.01
C 0.392898 -5.225689 -0.351721  0.00
C 0.967921 -3.809678 1.562948  0.00
H -1.604817 -3.614684 -0.629651  0.00
H 0.579664 -6.165962 0.164028  0.00
H 1.211844 -4.982978 -1.036355  0.00
H -0.423780 -5.434248 -1.053614  0.00
H 1.968338 -3.726206 1.133353  0.00
H 0.743185 -2.888611 2.092473  0.00
H 1.037837 -4.603491 2.312933  0.00
C -1.956307 0.041521 -2.362592  0.00
O -1.405068 -0.225939 -1.313943  0.02
N -3.086350 -0.537549 -2.802816  0.00
C -3.588191 -0.291259 -4.140577  0.00
C -3.869792 -1.392608 -1.935613  0.00
H -1.545853 0.784192 -3.063698  0.00
H -2.920312 0.398773 -4.656942  0.00
H -4.554498 0.217969 -4.141259  0.00
H -3.629426 -1.238782 -4.675848  0.00
H -4.174391 -2.296396 -2.469751  0.00
H -3.269003 -1.715967 -1.087486  0.00
H -4.777597 -0.885009 -1.604495  0.00
C -0.502606 3.073879 0.380527  0.01
O -0.681673 1.871984 0.293401  0.02
N 0.116721 3.825944 -0.536386  0.00
C 0.113903 5.273582 -0.485390  0.00
C 0.776135 3.249313 -1.681745  0.00
H -0.857719 3.656961 1.243785  0.00
H 1.132065 5.636567 -0.341134  0.00
H -0.536837 5.674977 0.290504  0.00
H -0.306082 5.666817 -1.414172  0.00
H 0.537813 2.196801 -1.829190  0.00
H 0.457152 3.745552 -2.603302  0.00
H 1.858127 3.319288 -1.587651  0.00

Cartesian forces, eV/Å:
0.92 0.16 0.09
0.56 -0.07 -0.45
-0.39 0.32 0.64
-0.24 -1.08 -0.30
0.01 0.76 -0.17
0.19 -0.72 0.95
0.26 -0.53 -0.96
-0.74 1.48 -0.91
-0.24 -0.90 0.56
0.11 0.32 0.43
-0.43 1.09 0.15
-0.26 0.27 -0.12
-0.22 0.00 0.09
-0.11 -0.16 -0.01
-0.08 0.08 0.13
-0.06 0.11 0.06
0.12 0.23 -0.11
0.09 0.00 -0.05
0.14 -0.14 0.06
-0.08 0.21 -0.23
0.06 0.02 -0.10
-0.07 -0.08 -0.15
0.06 -0.16 -0.11
-0.07 -0.03 -0.01
0.21 -0.51 0.16
-0.15 -0.11 0.18
0.14 -0.16 -0.08
-0.04 -0.08 -0.53
-0.13 -0.27 0.38
0.26 -0.11 0.39
0.25 0.15 0.42
-0.05 0.07 -0.10
-0.06 -0.08 -0.05
-0.14 -0.08 -0.16
0.05 0.00 0.12
-0.06 0.01 -0.02
-0.08 -0.08 0.02
0.10 -0.40 0.44
-0.25 0.13 -0.68
-0.19 -0.24 0.07
-0.83 0.52 0.03
0.00 0.07 -0.19
0.05 0.02 -0.03
0.14 -0.07 -0.20
0.09 -0.08 0.17
0.54 -0.04 -0.05
0.22 0.21 0.02
-0.10 -0.19 0.24
0.18 -0.06 -0.10
0.39 0.13 -0.18
-0.29 0.36 0.13
0.14 0.30 0.25
-0.73 -0.52 -1.29
0.78 -0.21 0.59
0.10 -0.21 0.03
0.20 0.18 0.27
0.36 0.13 0.52
-0.17 0.06 0.28
-0.08 0.15 -0.06
-0.27 0.11 -0.34
-0.28 -0.13 -0.14
0.04 -0.14 -0.14
-0.16 -0.12 0.03
-0.14 0.28 0.02
0.22 0.42 0.09
0.04 -0.53 -0.08
0.07 -0.07 -0.03
0.18 -0.21 -0.03
-0.18 -0.34 0.16
-0.18 0.10 -0.18
0.01 0.09 -0.13
-0.02 0.30 0.12
0.05 0.03 0.11
-0.10 0.10 0.25
0.25 0.09 -0.16
-0.27 0.06 -0.11
-0.08 0.12 0.01
0.00 -0.45 -0.70
-0.07 -0.07 -0.01
-0.06 0.19 -0.06
0.16 -0.33 0.29
0.26 -0.02 -0.13
-0.06 -0.03 0.54
0.07 0.25 0.14
0.11 0.09 0.02

***

[2]
Molecular formula: C21H47AsO2P2S4Si3Ti
Method: DFT, ωB97M-V/def2-TZVPD

E_tot in a.u.: -7208.3436
HOMO (spin up / spin down) in hartree: 0.014 / 0.015
Charge: -2
LUMO level (spin up / spin down) in eV: 4.17 / 4.17
Multiplicity: 1
Orbital gap (spin up / spin down) in eV: 3.7748 / 3.7659

Each line ends with the Mulliken charge.
Cartesian coordinates (Å):
Ti -0.839870 1.350633 -0.624322  0.51
C -1.131634 0.831747 3.644160  -2.08
P -0.977751 1.734100 2.006182  1.93
C -2.404892 2.866319 2.376962  -1.33
C 0.458093 2.816300 2.393324  0.19
C 1.197436 2.741858 3.576288  -0.62
C 2.306101 3.540751 3.803705  -0.75
C 2.720052 4.437432 2.825551  -0.77
C 2.022792 4.498575 1.631698  -0.66
C 0.902943 3.702219 1.389508  -0.30
P 0.059576 3.616317 -0.234817  1.55
C -0.938216 5.155125 -0.253396  -1.02
C 1.329890 4.147584 -1.457909  -1.51
H -0.306014 0.133147 3.798247  0.31
H -2.062720 0.265414 3.621597  0.41
H -1.175315 1.536865 4.481256  0.55
H -2.229906 3.422043 3.302890  0.35
H -3.305474 2.259352 2.477454  0.37
H -2.556285 3.553296 1.548832  0.14
H 0.902975 2.042507 4.348465  0.28
H 2.852409 3.465080 4.737046  0.37
H 3.584941 5.068010 2.997637  0.38
H 2.361816 5.171174 0.852291  0.23
H -0.305062 6.003784 0.025119  0.38
H -1.774445 5.083743 0.440142  0.29
H -1.324614 5.277233 -1.268127  0.25
H 1.828142 5.084011 -1.183352  0.54
H 2.066844 3.360346 -1.614172  0.29
H 0.773252 4.295347 -2.386564  0.39
C -3.553870 -0.819181 -1.354668  -0.93
O -2.163767 -0.911490 -0.999645  0.13
Si -1.588196 -2.302215 -0.308504  -0.03
C -2.104900 -2.249244 1.501347  -0.49
C -2.390269 -3.864322 -1.022885  -1.51
C 0.238487 -2.252780 -0.680588  6.33
Si 0.651879 -2.502294 -2.507367  0.01
C 2.127828 -1.421021 -2.943953  -0.81
C 1.151986 -4.313751 -2.805750  -1.10
C -0.731084 -2.104400 -3.705768  -0.82
Si 1.291022 -3.087669 0.605419  0.67
C 1.153936 -2.180539 2.254844  -0.68
C 0.765648 -4.885984 0.882134  -1.13
C 3.136732 -3.093995 0.179428  -1.25
H -3.985746 -1.818460 -1.479985  0.41
H -3.650531 -0.274184 -2.293989  -0.07
H -4.096794 -0.282954 -0.576761  0.16
H -3.196325 -2.213522 1.555520  0.35
H -1.717003 -1.335925 1.953557  -0.42
H -1.762330 -3.107818 2.086817  0.33
H -3.249580 -4.179922 -0.426300  0.43
H -1.671415 -4.688704 -1.036332  0.28
H -2.735179 -3.711412 -2.044681  0.43
H 2.950313 -1.521825 -2.232681  0.27
H 1.805667 -0.375161 -2.946505  0.04
H 2.504775 -1.655320 -3.943203  0.45
H 1.978019 -4.625713 -2.162342  0.27
H 1.470294 -4.445956 -3.843745  0.36
H 0.313603 -4.992805 -2.627896  0.27
H -1.129154 -1.103459 -3.505176  0.08
H -1.554533 -2.816743 -3.667097  0.27
H -0.346676 -2.092096 -4.729601  0.40
H 0.288248 -2.502360 2.835933  0.36
H 1.040896 -1.108864 2.062832  -0.34
H 2.048279 -2.324554 2.867189  0.50
H -0.287206 -4.943586 1.169503  0.27
H 1.359197 -5.343124 1.678612  0.40
H 0.897173 -5.483035 -0.023751  0.26
H 3.573866 -2.117551 0.403896  0.31
H 3.322014 -3.303307 -0.874506  0.27
H 3.665551 -3.845601 0.772252  0.41
S -3.508707 1.391737 -4.323715  -0.65
As -2.157750 2.420131 -3.025296  0.32
S -0.244071 1.329996 -2.955317  -0.67
S -2.969018 2.426156 -0.956034  -0.62
S -1.855425 4.405984 -3.746778  -0.64
C 2.116842 0.797079 0.043800  -0.66
O 0.747137 0.651588 -0.096485  -0.83
H 2.649661 0.406507 -0.836417  -0.01
H 2.489774 0.248720 0.925133  0.14
H 2.414242 1.844135 0.174132  0.33
H 0.461425 -1.179462 -0.524297  -4.52

Cartesian forces, eV/Å:
-1.41 0.66 1.74
0.23 0.12 0.00
-1.03 -0.05 -0.42
0.26 0.06 0.06
0.56 0.20 -0.12
-0.25 -0.07 0.16
0.11 0.17 -0.15
-0.05 -0.12 0.22
-0.11 0.10 -0.15
0.35 -0.10 0.41
-0.30 -0.09 -0.78
0.07 -0.04 0.28
0.16 0.20 0.37
-0.04 -0.02 0.00
-0.02 -0.02 -0.07
-0.01 -0.09 0.05
-0.05 -0.01 0.00
0.00 -0.01 0.00
-0.03 -0.03 0.00
0.01 0.01 -0.01
-0.01 -0.05 0.00
0.01 0.00 -0.05
0.01 0.00 0.02
-0.02 0.01 -0.04
0.00 0.02 -0.05
-0.03 -0.06 -0.02
0.00 -0.02 -0.08
-0.01 -0.01 -0.02
-0.03 -0.08 -0.02
0.01 -0.01 0.03
-0.20 -0.17 -0.22
0.16 -0.02 -0.07
0.22 -0.05 -0.03
0.00 0.09 0.02
-0.15 -0.20 0.13
0.06 -0.10 -0.09
-0.04 0.02 0.06
-0.01 0.06 0.04
-0.03 0.09 0.18
0.06 -0.02 -0.03
-0.03 0.03 -0.05
0.05 0.08 -0.06
-0.11 0.01 -0.04
0.02 -0.03 0.02
0.05 0.06 0.02
0.00 0.03 0.02
-0.03 0.00 -0.06
0.01 0.01 0.02
-0.05 0.00 -0.04
-0.01 0.01 0.01
0.02 0.03 0.03
0.02 0.00 -0.06
0.01 -0.03 -0.02
0.01 -0.06 0.00
-0.02 -0.03 -0.02
0.02 -0.03 0.00
-0.01 0.02 -0.01
-0.02 0.01 0.01
0.05 -0.11 -0.06
-0.04 -0.11 0.00
0.06 -0.03 0.01
0.03 0.01 0.00
0.00 -0.01 0.01
0.02 -0.03 -0.02
0.00 -0.01 0.01
0.00 0.00 0.02
-0.01 0.01 0.00
-0.02 0.01 -0.03
0.01 -0.04 0.01
-0.01 0.01 0.05
-0.07 -0.23 0.14
-0.47 0.33 -1.40
-0.11 0.07 -0.73
-0.30 0.13 -0.07
0.19 0.21 0.27
0.03 -0.18 -0.06
2.23 -0.50 0.65
-0.01 0.05 0.05
0.01 0.02 0.00
0.02 0.02 0.01
-0.01 -0.08 0.01